w) Here is the molecule CH4N4 from the OMol25 dataset. Energies are from ωB97M-V/def2-TZVPD.

Each atom is followed by the atoms it is bonded to, with distances in Å.
Element x y z (Å)
1 C 0.307 -1.164 -0.086  N2 1.357, H6 1.082, H7 1.084
2 N -1.027 -0.945 0.026  C1 1.357, N3 1.237
3 N -1.459 0.213 0.036  N2 1.237, N5 1.321
4 N 0.792 0.822 -0.161  N5 1.386, H8 1.021
5 N -0.537 1.158 0.040  N3 1.321, N4 1.386, H9 1.010
6 H 0.812 -1.569 0.782  C1 1.082
7 H 0.650 -1.526 -1.048  C1 1.084
8 H 1.313 0.953 0.708  N4 1.021
9 H -0.852 2.057 -0.297  N5 1.010

## Properties
Molar mass (g/mol): 72.07
Spin multiplicity: 1
Orbital gap (eV): 9.728
Highest occupied orbital energy (eV): -8.630



x) Here is the molecule CH4N4 from the OMol25 dataset. Energies are from ωB97M-V/def2-TZVPD.

Each atom is followed by the atoms it is bonded to, with distances in Å.
Element x y z (Å)
1 C 0.362 -1.028 -0.182  N2 1.413, N5 1.725, H6 1.082, H7 1.077
2 N -1.043 -0.910 -0.087  C1 1.413, N3 1.232
3 N -1.454 0.218 0.186  N2 1.232, N4 1.406
4 N -0.482 1.174 -0.157  N3 1.406, N5 1.359, H8 1.083
5 N 0.767 0.647 -0.267  C1 1.725, N4 1.359, H9 1.042
6 H 0.819 -1.456 0.700  C1 1.082
7 H 0.699 -1.515 -1.081  C1 1.077
8 H -0.770 2.165 0.171  N4 1.083
9 H 1.101 0.705 0.718  N5 1.042

## Properties
Molar mass (g/mol): 72.07
SMILES string: C1N=NNN1
Spin multiplicity: 1
Orbital gap (eV): 9.476
Highest occupied orbital energy (eV): -8.686



Of them, w) has the lowest stability.



w) Here is a cluster of 2 separate species, C2H2OS2 in total from the OMol25 dataset. Energies are from ωB97M-V/def2-TZVPD.

Each atom is followed by the atoms it is bonded to, with distances in Å.
Element x y z (Å)
1 C -0.399 -0.442 -0.292  C2 1.207, H6 1.076
2 C 0.562 0.112 0.184  C1 1.207, H7 1.086
3 O 4.727 0.089 -0.524  S4 1.638, S5 1.607
4 S 4.022 -1.171 0.250  O3 1.638
5 S 5.261 1.457 0.128  O3 1.607
6 H -1.301 -0.829 -0.734  C1 1.076
7 H 1.600 0.353 0.393  C2 1.086

## Properties
Molar mass (g/mol): 106.17
Spin multiplicity: 1
Orbital gap (alpha / beta) (eV): 6.356 / 6.327
Highest occupied orbital energy (alpha / beta) (eV): -9.582 / -9.553



x) Here is the molecule C2H2OS2 from the OMol25 dataset. Energies are from ωB97M-V/def2-TZVPD.

Each atom is followed by the atoms it is bonded to, with distances in Å.
Element x y z (Å)
1 C -1.851 -0.708 -0.014  S2 1.597, H6 1.082
2 S -1.874 0.854 0.319  C1 1.597, S3 2.191
3 S 0.118 1.543 -0.279  S2 2.191, C4 1.707
4 C 1.105 0.420 0.543  S3 1.707, O5 1.278
5 O 2.370 0.464 0.366  C4 1.278, H7 0.981
6 H -2.793 -1.206 0.176  C1 1.082
7 H 2.761 1.125 -0.244  O5 0.981

## Properties
Molar mass (g/mol): 106.17
SMILES string: C#S#S#CO
Spin multiplicity: 1
Orbital gap (eV): 8.147
Highest occupied orbital energy (eV): -8.508



Of them, w) has the lowest stability.



w) Here is a cluster of 2 separate species, H2N2O2 in total from the OMol25 dataset. Energies are from ωB97M-V/def2-TZVPD.

Each atom is followed by the atoms it is bonded to, with distances in Å.
Element x y z (Å)
1 N -0.592 -1.903 0.246  O3 1.178
2 N 0.097 0.635 -0.101  O4 1.277, H5 1.111, H6 0.966
3 O 0.441 -1.383 0.017  N1 1.178
4 O -0.974 0.839 0.564  N2 1.277
5 H 0.942 1.206 0.340  N2 1.111
6 H 0.086 0.607 -1.066  N2 0.966

## Properties
Molar mass (g/mol): 62.03
Spin multiplicity: 1
Orbital gap (alpha / beta) (eV): 8.687 / 8.250
Highest occupied orbital energy (alpha / beta) (eV): -8.709 / -8.696



x) Here is the molecule H2N2O2 from the OMol25 dataset. Energies are from ωB97M-V/def2-TZVPD.

Each atom is followed by the atoms it is bonded to, with distances in Å.
Element x y z (Å)
1 N 0.324 0.478 -0.359  N2 1.330, H5 1.068, H6 1.069
2 N -0.431 -0.378 0.324  N1 1.330, O3 1.226, O4 1.225
3 O -0.224 -0.407 1.532  N2 1.226
4 O -1.263 -1.066 -0.256  N2 1.225
5 H 1.149 0.887 0.181  N1 1.068
6 H 0.446 0.486 -1.422  N1 1.069

## Properties
Molar mass (g/mol): 62.03
SMILES string: N[N+](=O)[O-]
Spin multiplicity: 1
Orbital gap (eV): 11.573
Highest occupied orbital energy (eV): -11.061



Of them, w) has the lowest stability.



w) Here is the molecule C14H10BNO3 from the OMol25 dataset. Energies are from ωB97M-V/def2-TZVPD.

Each atom is followed by the atoms it is bonded to, with distances in Å.
Element x y z (Å)
1 C -1.678 -2.636 4.073  C2 1.428, H20 1.181
2 C -1.878 -2.209 2.725  C1 1.428, C3 1.672
3 C -1.683 -1.248 1.370  C2 1.672, C4 1.518, C18 1.673
4 C -0.705 -1.660 0.286  C3 1.518, B5 1.660, C8 1.673
5 B 0.214 -3.041 0.354  C4 1.660, C6 1.647, O7 1.506
6 C -0.524 -4.513 0.347  B5 1.647, H21 1.172, H22 1.181, H23 1.191
7 O 1.703 -2.837 0.457  B5 1.506, H24 1.022
8 C -0.578 -0.583 -0.987  C4 1.673, O9 1.336, C10 1.673
9 O -0.506 -0.997 -2.255  C8 1.336
10 C -0.603 1.024 -0.523  C8 1.673, C11 1.673, C17 1.518
11 C 0.442 2.130 -1.218  C10 1.673, C12 1.636, N16 1.501
12 C 1.751 2.529 -0.320  C11 1.636, C13 1.668, H25 1.171
13 C 2.781 3.659 -0.985  C12 1.668, C14 1.667, H26 1.176
14 C 2.367 4.258 -2.485  C13 1.667, C15 1.638, H27 1.171
15 C 0.997 3.658 -3.151  C14 1.638, N16 1.503, H28 1.194
16 N 0.061 2.630 -2.581  C11 1.501, C15 1.503
17 C -1.570 1.438 0.572  C10 1.518, C18 1.673, H29 1.174
18 C -2.508 0.195 1.183  C3 1.673, C17 1.673, O19 1.353
19 O -3.824 0.334 1.463  C18 1.353
20 H -1.723 -3.053 5.176  C1 1.181
21 H -0.935 -4.768 -0.720  C6 1.172
22 H -1.412 -4.485 1.127  C6 1.181
23 H 0.233 -5.339 0.751  C6 1.191
24 H 1.831 -2.204 1.248  O7 1.022
25 H 1.910 2.018 0.721  C12 1.171
26 H 3.744 3.999 -0.402  C13 1.176
27 H 3.034 5.069 -3.004  C14 1.171
28 H 0.704 4.104 -4.220  C15 1.194
29 H -1.645 2.530 0.996  C17 1.174

## Properties
Molar mass (g/mol): 251.05
SMILES string: C#CC1=C(B(C)O)C(=O)C(c2ccccn2)=CC1=O
Spin multiplicity: 1
Orbital gap (eV): 7.406
Highest occupied orbital energy (eV): -9.250



x) Here is the molecule C14H10BNO3 from the OMol25 dataset. Energies are from ωB97M-V/def2-TZVPD.

Each atom is followed by the atoms it is bonded to, with distances in Å.
Element x y z (Å)
1 C 3.834 -1.869 -1.531  C2 1.197, H20 1.059
2 C 2.901 -1.124 -1.615  C1 1.197, C3 1.416
3 C 1.627 -0.531 -1.436  C2 1.416, C4 1.345, C18 1.502
4 C 1.418 0.482 -0.576  C3 1.345, B5 1.593, C8 1.499
5 B 2.545 1.149 0.330  C4 1.593, C6 1.562, O7 1.376
6 C 3.735 1.931 -0.312  B5 1.562, H21 1.088, H22 1.088, H23 1.086
7 O 2.413 0.978 1.689  B5 1.376, H24 0.964
8 C -0.003 0.949 -0.477  C4 1.499, O9 1.202, C10 1.500
9 O -0.287 2.114 -0.389  C8 1.202
10 C -1.023 -0.148 -0.552  C8 1.500, C11 1.488, C17 1.331
11 C -2.221 -0.098 0.329  C10 1.488, C12 1.387, N16 1.336
12 C -2.234 -0.906 1.456  C11 1.387, C13 1.380, H25 1.077
13 C -3.355 -0.879 2.261  C12 1.380, C14 1.379, H26 1.079
14 C -4.404 -0.055 1.912  C13 1.379, C15 1.381, H27 1.077
15 C -4.279 0.716 0.773  C14 1.381, N16 1.334, H28 1.082
16 N -3.211 0.725 -0.026  C11 1.336, C15 1.334
17 C -0.794 -1.146 -1.401  C10 1.331, C18 1.488, H29 1.078
18 C 0.458 -1.080 -2.203  C3 1.502, C17 1.488, O19 1.202
19 O 0.523 -1.385 -3.364  C18 1.202
20 H 4.689 -2.489 -1.615  C1 1.059
21 H 3.407 2.893 -0.702  C6 1.088
22 H 4.133 1.339 -1.134  C6 1.088
23 H 4.541 2.059 0.405  C6 1.086
24 H 2.216 0.051 1.868  O7 0.964
25 H -1.377 -1.523 1.669  C12 1.077
26 H -3.395 -1.496 3.145  C13 1.079
27 H -5.296 -0.023 2.515  C14 1.077
28 H -5.104 1.358 0.495  C15 1.082
29 H -1.457 -1.990 -1.516  C17 1.078

## Properties
Molar mass (g/mol): 251.05
SMILES string: C#CC1=C(B(C)O)C(=O)C(c2ccccn2)=CC1=O
Spin multiplicity: 1
Orbital gap (eV): 8.559
Highest occupied orbital energy (eV): -9.639



Of them, w) has the lowest stability.